Entry 1:
{"formula": "H41O21", "method": "ωB97M-V/def2-TZVPD", "species": ["O", "H", "H", "O", "H", "H", "O", "H", "H", "O", "H", "H", "O", "H", "H", "O", "H", "H", "O", "H", "H", "O", "H", "H", "O", "H", "H", "O", "H", "H", "O", "H", "H", "O", "H", "H", "O", "H", "H", "O", "H", "H", "O", "H", "H", "O", "H", "O", "H", "H", "O", "H", "H", "O", "H", "H", "O", "H", "H", "O", "H", "H"], "positions_angstrom": [[1.797, 2.045, 4.106], [1.378, 1.509, 3.415], [2.699, 1.986, 3.759], [0.861, -1.518, 1.331], [-1.059, 4.316, 1.451], [-0.091, -0.784, 1.337], [-0.933, 2.953, -4.178], [-1.000, -3.887, -1.443], [-0.195, 2.479, -3.796], [-0.671, -2.993, -1.317], [2.653, -2.732, -1.075], [-0.174, -0.044, -0.328], [0.389, -0.219, -1.195], [0.219, -1.094, -1.554], [4.050, -0.571, 1.031], [-3.356, -1.251, 3.846], [4.171, 3.078, 0.341], [-2.410, -1.175, 3.705], [4.190, 2.467, 1.071], [-1.704, 2.468, -3.867], [1.226, -1.505, 0.441], [-4.374, 1.080, -2.199], [0.275, -3.127, -1.081], [-3.835, -1.185, 3.016], [-0.481, -3.733, 1.831], [-4.600, 0.252, -2.660], [1.850, -4.119, -0.910], [4.241, 0.045, 0.292], [3.587, 1.732, 1.089], [-0.117, 1.114, 1.315], [0.813, 5.202, 0.161], [-3.712, -2.089, -1.294], [0.902, 5.663, -0.678], [-1.857, -0.494, -4.086], [-1.359, -1.097, -3.533], [-1.462, 0.380, -4.138], [2.110, -3.392, -1.504], [-1.163, -3.837, 1.146], [0.163, -3.061, 1.508], [-0.990, 1.670, -2.025], [-0.780, 0.655, -1.900], [-1.759, 1.553, -1.440], [3.395, -1.951, 1.945], [0.857, -5.225, 1.229], [3.778, -1.269, 2.494], [-3.891, -1.880, -2.229], [4.357, -0.522, -0.475], [-0.618, 0.340, 1.055], [2.451, -1.877, 1.674], [-2.985, -1.558, -2.341], [1.527, 2.418, -0.740], [-2.314, 0.385, 1.627], [0.703, 2.297, -1.229], [-3.189, 0.704, 1.963], [1.781, -3.925, 1.539], [-3.110, 0.523, 2.903], [1.545, -4.635, 0.941], [-3.432, 1.194, -2.339], [2.103, 1.647, -0.769], [-1.964, 4.656, 1.535], [-2.092, 5.146, 0.709], [1.601, 4.791, 0.518]], "atomic_forces_ev_per_a": [[0.4, -0.6, -0.9], [-0.6, 0.1, 0.4], [0.2, 0.5, 0.4], [0.1, -1.1, 0.3], [-0.3, 0.2, -0.1], [1.5, 1.2, -0.3], [-0.1, 0.4, -1.3], [-0.1, 0.0, -0.2], [0.0, 0.0, 0.3], [0.3, -0.1, 0.2], [0.1, -0.3, 0.6], [0.7, -0.1, -0.2], [-0.2, -0.5, -0.2], [-0.1, -0.2, 0.3], [0.0, -0.1, -1.1], [-0.4, -0.3, 1.1], [-0.8, -0.5, -0.5], [0.0, -0.2, -0.5], [1.2, 1.1, 1.9], [0.2, 0.2, 0.3], [-0.5, 0.6, -0.3], [-0.4, -0.1, -0.2], [-0.5, 0.2, -0.4], [0.5, 0.1, -0.3], [-1.6, -0.3, 0.3], [0.3, 0.3, 0.4], [0.9, 0.4, 0.7], [0.0, -0.4, 0.1], [-0.3, 0.1, -1.2], [0.2, 0.0, 0.0], [-1.2, 0.4, 0.5], [-1.1, -0.2, 0.0], [0.7, -0.5, 0.2], [-0.9, -0.3, -0.4], [0.6, 0.3, 0.0], [0.5, -0.2, 0.3], [-0.7, -0.2, -1.0], [0.5, 0.4, 0.4], [-0.8, 0.4, 0.0], [-1.4, -2.9, 0.9], [1.2, 2.1, -0.6], [0.0, 1.3, 0.3], [1.1, -1.3, -0.6], [-0.4, 0.6, 0.9], [-0.9, 0.0, 0.6], [1.2, -0.2, 1.1], [0.0, -0.1, 0.0], [-1.1, -1.1, -0.1], [-0.3, 1.2, 1.1], [-0.2, 0.3, -1.2], [0.7, 0.9, 0.5], [-0.3, 0.7, -0.1], [0.0, -0.6, 0.0], [0.4, -0.4, -0.3], [-0.4, -0.4, 0.6], [-0.2, 0.4, 0.2], [2.3, -0.9, -2.1], [0.0, -0.1, -0.2], [-0.6, -0.3, -0.4], [0.2, 0.1, -0.3], [0.1, -0.2, 0.3], [0.4, 0.0, -0.8]], "max_force_ev_per_a": 3.30, "de_lowest_kj_mol": 388.6, "e_lumo_ev": 1.9606, "homo_ev": -7.6, "total_charge": -1, "homo_lumo_gap_ha": 0.3503}

=====

Entry 2:
{"formula": "H41O21", "method": "ωB97M-V/def2-TZVPD", "species": ["O", "H", "H", "O", "H", "H", "O", "H", "H", "O", "H", "H", "O", "H", "H", "O", "H", "H", "O", "H", "H", "O", "H", "H", "O", "H", "H", "O", "H", "H", "O", "H", "H", "O", "H", "H", "O", "H", "H", "O", "H", "H", "O", "H", "H", "O", "H", "O", "H", "H", "O", "H", "H", "O", "H", "H", "O", "H", "H", "O", "H", "H"], "positions_angstrom": [[-1.413, -4.025, -2.050], [-1.860, -4.322, -1.290], [-0.642, -3.576, -1.675], [-0.912, 1.234, 3.394], [-3.038, -3.901, 2.047], [-2.046, 0.864, -2.000], [-2.637, -0.803, 4.436], [-1.472, -1.448, -1.754], [-2.285, -1.339, 3.693], [-0.893, -0.652, -2.015], [3.971, 0.049, -3.251], [4.356, 0.488, 0.291], [5.058, 1.169, 0.301], [4.971, 1.249, -0.673], [-0.957, 0.518, -4.137], [1.976, -0.486, 3.913], [3.541, 1.280, 3.258], [2.749, -0.402, 3.347], [3.006, 2.064, 3.524], [-1.912, -0.069, 4.464], [-0.213, 1.124, 1.300], [0.250, 3.967, -1.140], [-0.630, -0.212, -1.151], [1.073, -0.234, 3.529], [-2.691, 0.856, 1.593], [-0.473, 4.461, -0.946], [3.160, 0.275, -1.814], [-0.686, -0.305, -4.672], [2.212, 1.600, 3.685], [-2.858, 1.521, -3.323], [2.094, -2.263, -3.313], [1.911, 1.003, 1.535], [2.656, -2.006, -3.988], [-2.977, -1.066, -0.414], [-3.164, -1.790, 0.157], [-2.789, -0.342, 0.252], [3.669, -0.238, -2.336], [-3.400, 0.747, 2.189], [-1.571, 1.018, 2.518], [-3.314, 2.812, 0.305], [-3.636, 2.080, -0.147], [-2.734, 2.366, 0.941], [0.188, 1.994, 1.187], [1.483, -3.077, -1.146], [-0.229, 2.809, 1.078], [2.323, 0.133, 1.435], [-0.424, -0.924, -3.986], [-2.068, 1.500, -2.762], [-0.088, 1.508, 2.966], [2.950, 0.194, 0.654], [1.344, 2.452, -3.364], [-1.356, -1.672, 1.547], [0.783, 1.695, -3.569], [-0.668, -1.155, 1.156], [0.547, -2.230, -0.411], [0.113, -1.491, 1.331], [0.615, -3.144, -0.641], [1.010, 4.219, -0.720], [0.708, 3.236, -3.166], [-2.376, -3.922, 1.401], [-1.573, -3.612, 1.946], [1.268, -1.778, -3.518]], "atomic_forces_ev_per_a": [[0.3, 0.5, -1.7], [-1.0, -0.6, 1.5], [0.3, -0.1, 0.0], [-0.3, -0.9, -0.9], [-2.0, -0.1, 1.5], [-0.8, 0.4, -1.6], [2.1, 0.9, -0.5], [0.9, 1.8, -0.1], [-0.5, 0.6, 0.7], [0.3, -1.2, 1.9], [-1.3, 0.4, 2.4], [1.1, 0.1, 1.1], [-1.3, -0.9, -1.6], [1.0, 0.7, 0.3], [0.2, -1.9, -0.7], [-1.8, -0.1, 1.1], [0.0, 1.4, 0.2], [-1.1, -0.1, -0.7], [2.1, -0.1, -0.8], [-1.6, -1.3, -0.2], [-1.4, 0.8, -0.6], [0.3, -3.6, -3.0], [-0.6, -1.2, -1.3], [2.2, -0.5, 0.2], [2.3, -1.0, -0.6], [-3.1, 2.4, 1.2], [-2.9, 3.4, 1.3], [-0.1, 1.8, 0.3], [-1.8, -0.5, 0.8], [0.1, -0.6, 1.0], [-2.8, -0.7, 1.7], [0.0, 0.5, -0.4], [1.9, 0.7, -1.9], [0.0, 1.1, -0.2], [-0.4, -1.2, 0.5], [-0.2, 0.1, -0.1], [4.3, -3.3, -3.6], [-1.3, -0.1, 1.1], [-0.2, 0.3, 1.4], [0.7, 3.5, 0.2], [-1.0, -1.9, -1.3], [-0.3, -0.5, 0.4], [3.8, -2.2, -0.1], [-1.4, -0.6, 0.5], [-2.1, 1.1, -0.3], [1.4, -0.6, -1.9], [-0.4, 0.2, 0.3], [0.5, 0.7, 0.0], [-0.4, 0.3, 0.7], [-1.9, 0.1, 1.6], [-1.2, 1.9, 0.2], [-0.6, -0.2, 0.2], [-0.2, 0.2, 0.0], [-4.7, 3.3, -1.9], [-0.8, 1.1, 0.4], [6.1, -2.8, 1.8], [2.6, -0.2, -0.8], [2.6, 1.3, 1.8], [1.5, -2.3, -0.2], [3.5, 1.0, 0.1], [-1.6, -1.0, -1.5], [0.6, -0.4, 0.4]], "max_force_ev_per_a": 6.94, "de_lowest_kj_mol": 586.8, "e_lumo_ev": 1.9034, "homo_ev": -6.2, "total_charge": -1, "homo_lumo_gap_ha": 0.2990}

=====

Entry 3:
{"formula": "H41O21", "method": "ωB97M-V/def2-TZVPD", "species": ["O", "H", "H", "O", "H", "H", "O", "H", "H", "O", "H", "H", "O", "H", "H", "O", "H", "H", "O", "H", "H", "O", "H", "H", "O", "H", "H", "O", "H", "H", "O", "H", "H", "O", "H", "H", "O", "H", "H", "O", "H", "H", "O", "H", "H", "O", "H", "O", "H", "H", "O", "H", "H", "O", "H", "H", "O", "H", "H", "O", "H", "H"], "positions_angstrom": [[0.620, -2.151, 0.803], [0.011, -1.535, 0.298], [0.302, -2.274, 1.701], [-1.038, -0.512, -0.319], [4.382, -0.890, -0.805], [1.675, 4.596, -0.931], [-0.408, -5.298, 0.289], [2.389, 3.517, -0.119], [-0.850, -4.618, -0.193], [3.017, 2.791, 0.007], [-2.833, 3.618, 2.588], [0.408, 4.449, 1.783], [1.197, 3.911, 1.926], [0.903, 3.083, 1.527], [-1.136, 4.026, 0.024], [1.014, -3.542, -1.157], [0.306, 1.220, 2.030], [0.504, -3.081, -0.399], [-0.474, 1.734, 1.726], [-2.012, -2.420, 0.349], [-2.241, -3.228, 3.582], [-3.216, 1.202, -2.705], [3.413, 3.052, 0.842], [1.845, -3.865, -0.870], [-1.032, -2.874, -2.771], [-3.812, 0.439, -2.712], [-1.361, 2.963, 2.440], [-0.737, 4.894, -0.112], [-0.942, 1.104, 1.190], [0.714, 5.065, -1.973], [0.653, -0.229, 4.018], [1.586, -0.247, 0.427], [1.271, 0.134, 3.373], [-0.662, 0.621, -2.678], [-0.334, -5.357, 1.241], [-1.073, 0.115, -1.974], [-1.889, 3.760, 2.618], [-0.423, -3.605, -2.529], [-1.968, -3.075, -2.826], [1.776, -0.987, -4.186], [1.025, -0.559, -3.795], [1.479, -1.371, -5.010], [-2.412, -3.125, 0.892], [-2.912, -0.464, -0.789], [0.070, 0.846, -2.089], [1.722, 0.488, 1.054], [-1.487, 5.471, 0.102], [1.652, 4.825, -1.857], [-1.502, -0.115, 0.450], [2.168, 1.304, 0.729], [-2.713, -2.643, 4.179], [2.090, -0.807, -1.957], [-2.211, -1.845, 4.025], [2.484, -0.832, -1.067], [-3.567, -1.696, -1.395], [2.433, -1.811, -0.940], [-3.593, -1.135, -0.614], [-2.298, 1.190, -3.069], [-3.221, -2.647, 1.079], [5.158, -0.724, -0.265], [4.955, 0.026, 0.290], [1.133, -0.880, 4.528]], "atomic_forces_ev_per_a": [[-0.5, 1.0, 0.0], [0.8, -0.9, 1.3], [-0.3, 0.2, 0.1], [-0.7, 0.4, 0.4], [-0.2, 0.4, 0.0], [-0.2, 0.5, 0.2], [1.2, -2.4, -0.4], [0.3, -0.6, 0.1], [-0.6, 0.8, 0.9], [-0.3, 0.0, 0.1], [0.0, -0.5, 0.0], [0.0, 0.4, 0.1], [0.0, -0.1, -0.3], [0.1, 0.1, 0.1], [0.1, -0.1, 0.0], [-2.0, 1.4, -1.1], [-0.2, 0.1, -0.5], [2.0, -1.6, -1.1], [0.1, -0.2, 0.5], [0.1, -0.9, 0.1], [-0.2, -0.6, -0.2], [-0.2, 0.9, 0.7], [0.3, 0.1, 0.3], [0.8, -0.7, 0.9], [0.4, 0.8, 0.1], [1.0, 0.1, -0.7], [-0.7, -0.1, 0.2], [-0.6, 0.1, 0.0], [-0.1, 0.3, -0.1], [0.5, -0.1, 0.1], [-0.5, 0.1, -0.3], [1.1, 0.8, -0.2], [0.4, -0.3, 0.0], [1.1, -0.1, 0.6], [-0.8, 1.0, -0.2], [-0.9, -0.6, -0.6], [0.4, 1.0, 0.0], [-0.8, 0.3, 0.0], [0.3, -0.9, 0.0], [1.0, -0.2, 0.2], [-1.0, 0.3, 0.0], [-0.2, -0.1, -0.1], [0.6, 0.8, -0.2], [-0.7, 0.2, -0.5], [0.8, 1.0, -0.7], [-0.6, 0.3, 1.5], [0.4, 0.1, 0.0], [-0.5, 0.1, -0.5], [0.0, -0.5, -0.2], [-0.1, -0.9, -0.8], [0.2, -0.1, -0.2], [0.4, 0.2, -0.1], [0.0, 0.7, 0.3], [-0.6, -1.5, -0.9], [0.0, -0.2, -0.1], [0.0, 0.8, 0.2], [0.4, 0.4, 0.1], [-1.2, -0.9, 0.1], [-0.7, -0.3, 0.4], [0.7, -0.5, 0.0], [-0.3, 0.2, 0.0], [0.3, -0.1, 0.1]], "max_force_ev_per_a": 2.82, "multiplicity": 2, "de_lowest_kj_mol": 55.1, "e_lumo_ev": [-1.0403, -5.8817], "homo_ev": [-10.8, -10.8], "total_charge": 0, "homo_lumo_gap_ha": [0.3601, 0.1822]}

=====

Entry 4:
{"formula": "H42O21", "method": "ωB97M-V/def2-TZVPD", "species": ["O", "H", "H", "O", "H", "H", "O", "H", "H", "O", "H", "H", "O", "H", "H", "O", "H", "H", "O", "H", "H", "O", "H", "H", "O", "H", "H", "O", "H", "H", "O", "H", "H", "O", "H", "H", "O", "H", "H", "O", "H", "H", "O", "H", "H", "O", "H", "H", "O", "H", "H", "O", "H", "H", "O", "H", "H", "O", "H", "H", "O", "H", "H"], "positions_angstrom": [[3.972, 1.819, -2.291], [4.227, 1.811, -3.213], [4.786, 1.989, -1.818], [0.621, -0.740, -3.058], [0.614, -0.892, -2.114], [0.604, 0.213, -3.148], [5.536, -2.333, -1.705], [4.799, -1.800, -1.406], [6.058, -2.484, -0.917], [1.450, 2.222, -2.873], [2.354, 2.238, -2.561], [0.986, 2.829, -2.297], [-2.081, -3.099, 3.356], [-2.144, -4.021, 3.605], [-2.988, -2.791, 3.343], [0.148, -0.428, -0.485], [-0.164, -0.731, 0.368], [-0.454, 0.278, -0.723], [3.171, 1.251, 3.028], [3.541, 2.064, 3.371], [2.275, 1.235, 3.363], [0.022, 3.879, -0.782], [-0.824, 3.662, -0.389], [0.468, 4.405, -0.119], [-1.974, 1.411, -0.598], [-2.409, 1.374, 0.253], [-2.688, 1.503, -1.229], [-1.307, -1.599, -4.935], [-0.667, -1.910, -5.575], [-0.786, -1.375, -4.164], [2.807, -2.290, -4.285], [2.271, -1.632, -3.842], [2.178, -2.833, -4.759], [-4.735, -2.372, 2.197], [-4.888, -2.058, 1.306], [-5.339, -1.863, 2.738], [-3.509, 0.764, 2.285], [-3.982, 0.152, 1.721], [-3.791, 0.541, 3.172], [0.001, -3.112, 5.384], [0.282, -4.027, 5.390], [-0.576, -3.043, 4.623], [1.112, 3.340, -5.132], [0.973, 2.838, -4.329], [0.790, 2.770, -5.830], [3.208, -0.747, -0.862], [3.403, -0.012, -1.444], [2.281, -0.642, -0.645], [-4.183, 3.431, 2.309], [-4.957, 3.498, 1.750], [-3.795, 2.586, 2.082], [-4.943, -0.588, 0.292], [-5.003, -0.662, -0.661], [-5.590, 0.079, 0.522], [4.204, -0.835, 1.608], [3.840, -0.832, 0.722], [3.837, -0.054, 2.021], [0.660, 0.523, 3.702], [0.178, 0.080, 3.003], [0.270, 0.190, 4.510], [-1.008, -1.051, 1.948], [-1.516, -1.798, 2.265], [-1.627, -0.321, 1.954]], "atomic_forces_ev_per_a": [[0.2, -0.2, 0.1], [0.1, -0.1, -0.5], [0.2, 0.1, 0.3], [0.0, -0.3, -1.0], [-0.1, -0.2, 0.7], [0.3, 0.6, 0.0], [0.4, -0.1, -0.3], [-0.5, 0.0, 0.1], [0.1, 0.0, 0.2], [-0.9, -0.6, 0.3], [0.5, 0.0, 0.2], [-0.4, 0.3, 0.5], [0.2, 0.0, 0.1], [0.0, -0.4, -0.1], [-0.7, 0.1, -0.2], [0.8, -0.1, -0.2], [-0.1, -0.5, 0.6], [-0.3, 0.4, -0.1], [0.5, 0.6, -0.1], [0.3, 0.1, 0.0], [-0.7, -0.4, 0.2], [0.1, 0.0, -0.2], [-0.3, -0.3, 0.0], [0.2, 0.2, 0.1], [0.1, 0.2, 0.0], [-0.1, 0.0, 0.4], [-0.1, 0.0, -0.4], [-0.7, -0.1, -0.4], [0.1, 0.0, -0.1], [0.5, 0.2, 0.5], [0.5, -0.2, -0.3], [-0.4, 0.3, 0.3], [-0.1, -0.1, -0.1], [0.4, -0.4, 0.9], [0.0, 0.1, -0.4], [-0.3, -0.1, 0.2], [0.4, 0.0, -0.1], [0.0, -0.5, -0.5], [0.1, 0.1, 0.5], [0.1, 0.1, 0.3], [0.2, -0.2, 0.1], [-0.2, 0.2, -0.3], [-0.2, 0.6, -1.1], [0.3, -0.3, 0.5], [-0.1, 0.0, -0.3], [0.1, -0.2, -0.3], [0.1, 0.5, -0.3], [-0.6, 0.0, 0.1], [-0.1, 0.5, 0.0], [-0.2, 0.2, -0.1], [0.1, -0.4, 0.1], [0.0, 0.3, -0.2], [0.1, -0.1, -0.5], [-0.5, 0.2, 0.0], [0.5, -0.5, 0.4], [0.0, 0.0, -0.4], [-0.1, 0.3, 0.4], [-0.1, 0.6, 0.3], [-0.1, -0.5, -0.3], [0.1, -0.1, 0.3], [0.4, 0.7, -0.3], [0.1, -0.8, 0.2], [-0.4, 0.4, 0.0]], "max_force_ev_per_a": 1.25, "de_lowest_kj_mol": 468.2, "e_lumo_ev": -1.3054, "homo_ev": -9.3, "total_charge": 0, "homo_lumo_gap_ha": 0.2947}